[1]
A structure of composition C19H23FeN2 at a distorted geometry, computed with the ωB97M-V functional and the def2-TZVPD basis.

The calculation puts the energy relative to the best compared isomer or geometry (same formula, charge and spin) at 0.00 kcal/mol. The HOMO-LUMO gap (spin up / spin down) comes out at 4.598 / 5.788 eV. Its net charge is -1. The calculation puts the HOMO energy (spin up / spin down) at -0.0488 / -0.1030 Ha. The multiplicity is 5.

The geometry in XYZ format:
```
45
C19H23FeN2 (the ωB97M-V functional and the def2-TZVPD basis)
C -1.77 -3.10 -1.14
C -2.44 -2.03 -0.42
C -2.57 -2.44 0.97
C -1.98 -3.76 1.10
C -1.48 -4.17 -0.20
Fe -0.68 -2.48 0.37
C 1.09 -2.96 1.14
C 1.21 -2.53 -0.25
C 0.62 -1.22 -0.37
C 0.19 -0.77 0.96
C -0.47 0.46 1.25
C -0.51 1.06 2.54
C -1.52 2.01 2.86
C -1.56 2.60 4.11
C -0.59 2.29 5.08
C 0.43 1.37 4.77
C 0.47 0.76 3.53
C 0.44 -1.91 1.88
H -1.60 -3.13 -2.22
H -2.87 -1.14 -0.86
H -3.11 -1.91 1.75
H -1.99 -4.38 2.00
H -1.06 -5.14 -0.45
H 1.46 -3.89 1.56
H 1.70 -3.07 -1.04
H 0.59 -0.57 -1.25
H -1.08 0.88 0.45
H -2.26 2.23 2.09
H -2.35 3.32 4.34
H -0.62 2.78 6.05
H 1.19 1.14 5.52
H 1.28 0.06 3.30
H 0.25 -1.86 2.95
C -0.95 2.45 -1.70
N 0.42 2.43 -1.20
N 0.74 3.62 -0.49
C 2.14 3.97 -0.62
H -1.12 1.54 -2.27
H -1.70 2.54 -0.90
H -1.03 3.33 -2.35
H 0.64 1.61 -0.63
H 0.43 3.54 0.48
H 2.31 4.92 -0.11
H 2.82 3.21 -0.22
H 2.34 4.09 -1.70
```

Mulliken atomic charge list, values in e, 8 entries: -0.727, -0.566, -0.626, -0.580, -0.674, -0.201, -0.750, -0.751


[2]
A structure of composition C55H75N6O6S2SeTaTe at a distorted geometry, computed with the ωB97M-V functional and the def2-TZVPD basis.

The HOMO-LUMO gap comes out at 6.505 eV. Its net charge is +2. The calculation puts the HOMO energy at -0.4486 Ha. The multiplicity is 1.

The geometry in XYZ format:
```
147
C55H75N6O6S2SeTaTe (the ωB97M-V functional and the def2-TZVPD basis)
Ta -0.60 -0.25 -0.45
C 5.00 -0.07 4.96
C 3.58 0.44 5.25
C 3.08 -0.14 6.58
C 3.64 1.97 5.38
C 2.65 0.00 4.12
C 1.93 0.90 3.36
C 1.17 0.43 2.31
Se 0.26 1.68 1.14
C 1.83 2.02 0.07
C 2.77 2.95 0.46
C 3.95 3.06 -0.27
C 4.08 2.22 -1.38
C 3.15 1.28 -1.81
C 1.97 1.18 -1.04
O 0.94 0.33 -1.26
C 3.54 0.41 -3.02
C 3.75 1.33 -4.24
C 2.52 -0.66 -3.40
C 4.86 -0.30 -2.69
C 5.08 4.00 0.12
C 4.77 4.75 1.42
C 6.35 3.17 0.34
C 5.30 5.03 -1.00
C 1.09 -0.91 1.95
O 0.34 -1.22 0.87
C 1.79 -1.85 2.74
C 2.54 -1.35 3.80
C 1.81 -3.34 2.40
C 0.38 -3.90 2.34
C 2.54 -3.52 1.05
C 2.58 -4.14 3.46
H 5.69 0.31 5.71
H 5.34 0.27 3.98
H 5.05 -1.16 4.98
H 3.76 0.16 7.39
H 3.03 -1.23 6.56
H 2.09 0.25 6.82
H 4.31 2.23 6.20
H 2.66 2.39 5.62
H 4.02 2.43 4.47
H 1.93 1.96 3.57
H 2.58 3.56 1.33
H 5.00 2.30 -1.95
H 2.82 1.83 -4.49
H 4.06 0.73 -5.10
H 4.51 2.08 -4.05
H 1.56 -0.22 -3.63
H 2.39 -1.39 -2.59
H 2.88 -1.19 -4.28
H 5.69 0.40 -2.56
H 5.13 -0.98 -3.50
H 4.77 -0.88 -1.77
H 4.60 4.05 2.25
H 3.89 5.39 1.32
H 5.61 5.38 1.68
H 6.19 2.42 1.12
H 7.17 3.82 0.67
H 6.68 2.66 -0.56
H 4.41 5.63 -1.14
H 5.55 4.55 -1.95
H 6.13 5.69 -0.73
H 3.09 -2.06 4.41
H -0.20 -3.44 1.54
H -0.14 -3.72 3.28
H 0.40 -4.99 2.19
H 1.99 -3.04 0.24
H 2.66 -4.58 0.82
H 3.53 -3.08 1.11
H 2.12 -4.04 4.44
H 3.62 -3.83 3.51
H 2.56 -5.20 3.19
C -4.59 1.66 2.30
N -5.25 2.14 1.09
C -6.52 1.49 0.81
C -4.62 2.94 0.20
S -2.91 2.89 0.04
N -5.36 3.76 -0.56
C -6.74 4.10 -0.26
C -4.79 4.55 -1.65
H -5.26 1.84 3.15
H -3.67 2.20 2.46
H -4.38 0.59 2.24
H -6.39 0.41 0.97
H -6.82 1.64 -0.22
H -7.32 1.83 1.47
H -6.97 3.89 0.79
H -7.44 3.55 -0.89
H -6.88 5.16 -0.42
H -3.92 4.06 -2.08
H -4.47 5.53 -1.28
H -5.55 4.69 -2.42
O -3.51 -3.93 1.37
C -3.41 -3.22 2.51
C -3.94 -3.78 3.68
C -3.80 -3.12 4.88
C -3.15 -1.88 4.96
C -2.67 -1.30 3.81
C -2.80 -1.95 2.58
C -2.25 -1.32 1.39
O -2.09 -1.95 0.29
O -1.90 -0.09 1.39
H -3.04 -3.45 0.67
H -4.43 -4.73 3.60
H -4.19 -3.57 5.78
H -3.03 -1.40 5.92
H -2.17 -0.34 3.84
C -3.79 1.00 -3.03
Te -3.26 0.10 -1.15
C -3.86 -1.74 -2.18
C -4.16 -1.41 -3.61
C -4.50 -2.40 -4.53
C -4.74 -2.08 -5.85
C -4.64 -0.76 -6.28
C -4.34 0.23 -5.36
C -4.10 -0.08 -4.03
H -2.98 1.64 -3.39
H -4.66 1.63 -2.87
H -4.74 -2.14 -1.66
H -3.07 -2.50 -2.10
H -4.60 -3.43 -4.19
H -5.00 -2.86 -6.56
H -4.82 -0.51 -7.31
H -4.29 1.27 -5.69
C -0.61 -5.78 -3.77
N -0.52 -4.46 -3.17
C -0.81 -3.22 -3.86
C -0.65 -2.24 -2.72
O -0.89 -1.02 -2.76
N -0.24 -2.86 -1.61
C -0.22 -4.18 -1.90
N 0.03 -5.10 -0.99
H -0.66 -5.68 -4.85
H -1.51 -6.30 -3.43
H 0.27 -6.37 -3.52
H -1.81 -3.19 -4.30
H -0.07 -3.00 -4.65
H 0.22 -4.79 -0.04
H 0.00 -6.08 -1.20
S 0.08 3.25 -4.45
C 0.07 4.12 -2.98
C -0.43 3.34 -1.99
N -0.78 2.06 -2.37
C -0.54 1.88 -3.63
H 0.39 5.14 -2.92
H -0.59 3.66 -0.97
H -0.75 0.95 -4.15
```

Mulliken atomic charge list, values in e, 8 entries: -0.018, -1.526, 2.031, -1.687, -2.086, -0.261, -0.455, 0.630


[3]
A structure of composition C15H17CoF5NO7S at a distorted geometry, computed with the ωB97M-V functional and the def2-TZVPD basis.

The HOMO-LUMO gap (spin up / spin down) comes out at 7.851 / 6.714 eV. The calculation puts the HOMO energy (spin up / spin down) at -0.3430 / -0.3373 Ha. The multiplicity is 5.

The geometry in XYZ format:
```
47
C15H17CoF5NO7S (the ωB97M-V functional and the def2-TZVPD basis)
Co -0.04 -0.08 0.54
C -2.02 8.30 0.53
C -1.32 6.97 0.58
C -1.96 5.84 1.10
C -1.32 4.62 1.18
C -0.01 4.52 0.71
C 0.65 5.62 0.19
C -0.01 6.84 0.13
S 0.84 3.02 0.88
O 1.97 3.01 -0.01
O 1.00 2.72 2.28
N -0.23 1.87 0.28
C -0.82 2.16 -1.02
C -0.69 0.94 -1.91
O -0.77 1.03 -3.11
O -0.53 -0.19 -1.25
H -3.11 8.18 0.57
H -1.77 8.85 -0.37
H -1.73 8.92 1.38
H -2.99 5.93 1.45
H -1.83 3.76 1.60
H 1.66 5.53 -0.18
H 0.49 7.70 -0.28
H -0.41 3.04 -1.53
H -1.89 2.30 -0.88
F -2.32 -1.55 0.14
C -1.83 -0.69 1.08
F -2.67 0.39 1.12
C -2.04 -1.42 2.41
F -1.72 -0.63 3.44
F -3.31 -1.81 2.57
F -1.26 -2.51 2.46
C 1.20 -4.18 -0.22
C 2.62 -3.67 0.01
C 2.41 -2.23 0.50
O 1.04 -1.90 0.16
C 0.50 -2.93 -0.71
H 0.74 -4.51 0.71
H 1.15 -4.99 -0.95
H 3.18 -3.68 -0.92
H 3.17 -4.26 0.74
H 3.08 -1.52 0.00
H 2.52 -2.12 1.57
H 0.76 -2.68 -1.74
H -0.58 -2.91 -0.60
O 0.67 -0.01 2.27
O 1.07 -0.76 3.12
```

Mulliken atomic charge list, values in e, 8 entries: 0.271, -1.474, 0.951, -0.822, -0.414, -0.148, -0.423, -0.645


[4]
A structure of composition C30H52Cl5F6Mg2N3O12S2 at a distorted geometry, computed with the ωB97M-V functional and the def2-TZVPD basis.

The HOMO-LUMO gap comes out at 1.038 eV. The calculation puts the HOMO energy at -0.2863 Ha. The multiplicity is 1.

The geometry in XYZ format:
```
112
C30H52Cl5F6Mg2N3O12S2 (the ωB97M-V functional and the def2-TZVPD basis)
C 0.67 4.54 2.15
N 1.06 3.76 0.95
C 2.06 2.76 1.37
C 2.02 1.42 0.61
C 0.61 0.85 0.32
C -0.50 1.11 1.34
C -1.78 1.70 0.66
C -2.14 3.12 1.10
C -3.43 3.49 0.33
S -3.90 5.20 0.51
O -2.74 6.02 0.60
O -4.80 5.30 1.60
Cl -4.93 5.77 -1.18
C 0.67 -0.65 -0.09
F 0.28 -1.51 0.90
C -0.44 -0.82 -1.16
C -0.87 -2.31 -1.31
C -1.89 -2.42 -2.44
F -1.33 -2.60 -3.64
F -2.72 -3.45 -2.19
F -2.70 -1.33 -2.52
N 1.97 -1.02 -0.73
C 2.90 -1.95 -0.01
C 3.09 -1.99 1.51
O 2.49 -2.82 2.13
O 3.99 -1.21 2.16
C 2.54 0.17 -1.50
N 3.47 -0.27 -2.50
C 2.99 -0.13 -3.66
S 2.44 0.45 -4.98
C 2.97 1.39 -0.66
C 2.58 2.64 -1.52
C 3.34 3.93 -1.39
O 3.14 4.80 -2.20
O 4.25 4.16 -0.41
C 4.43 1.29 -0.19
C 5.60 1.67 -1.14
C 6.64 0.52 -1.17
O 5.30 2.00 -2.47
H -0.03 3.98 2.78
H 0.26 5.51 1.85
H 1.59 4.75 2.73
H 1.46 4.46 0.34
H 3.08 3.16 1.42
H 1.81 2.52 2.41
H 2.49 0.71 1.32
H 0.30 1.36 -0.60
H -0.26 1.81 2.14
H -0.86 0.21 1.85
H -1.72 1.67 -0.44
H -2.64 1.07 0.93
H -1.41 3.88 0.84
H -2.39 3.12 2.17
H -4.28 2.84 0.56
H -3.20 3.36 -0.76
H -1.34 -0.28 -0.89
H -0.11 -0.51 -2.16
H 0.00 -2.91 -1.61
H -1.38 -2.68 -0.42
H 1.67 -1.60 -1.52
H 2.62 -2.96 -0.28
H 3.90 -1.84 -0.45
H 4.18 -1.67 3.00
H 1.67 0.51 -2.07
H 1.52 2.88 -1.38
H 2.66 2.35 -2.57
H 4.80 4.91 -0.68
H 4.59 0.26 0.14
H 4.53 1.89 0.71
H 6.15 2.51 -0.70
H 6.29 -0.25 -1.86
H 6.71 0.07 -0.15
H 7.66 0.83 -1.55
H 5.53 1.29 -3.07
Cl 5.62 0.45 2.77
C -8.44 3.70 1.54
O -8.92 4.65 2.18
O -7.11 3.88 1.17
O -8.98 2.64 1.20
H -7.02 4.76 1.58
Mg -4.65 2.58 -1.81
F 8.81 0.81 -2.63
Mg 7.32 -0.37 1.30
C -3.23 -3.11 2.58
C -3.07 -1.62 2.37
O -2.38 -1.01 3.46
H -3.77 -3.30 3.51
H -3.77 -3.57 1.75
H -2.25 -3.60 2.68
H -4.05 -1.15 2.30
H -2.51 -1.43 1.44
H -1.51 -1.42 3.52
C -6.76 -4.40 0.67
C -7.11 -3.78 2.00
O -6.38 -2.97 2.53
C -8.41 -4.22 2.64
H -5.81 -4.00 0.32
H -6.68 -5.48 0.77
H -7.53 -4.16 -0.06
H -8.39 -5.29 2.83
H -9.25 -3.97 1.99
H -8.53 -3.70 3.59
Cl 5.32 -6.36 -3.20
C 3.77 -6.19 -2.35
C 2.93 -5.10 -2.94
Cl 3.62 -3.46 -2.64
H 3.98 -6.01 -1.30
H 3.22 -7.16 -2.44
H 1.94 -5.11 -2.48
H 2.80 -5.21 -4.02
Cl 2.55 -8.73 -1.37
F 1.46 1.65 -6.62
```

Mulliken atomic charge list, values in e, 8 entries: -1.099, 0.117, -3.271, 0.698, -0.666, -0.059, -0.870, -0.852